1.
Density functional theory data (wB97M-V/def2-TZVPD) for a structure of composition C42H105BrMnN7O18S.

Last column: Löwdin spin population.
CARTESIAN COORDINATES (ANGSTROEM)
Mn -1.585 -1.957 1.613  4.623
Br 0.390 -0.497 0.963  0.054
S -4.106 -2.173 0.485  0.011
O -5.387 -1.493 0.729  0.007
O -4.490 -2.916 -0.669  0.007
O -2.978 -1.298 0.220  0.062
O -3.475 -2.878 1.566  0.051
C 2.183 -1.696 -4.693  0.000
O 2.238 -0.369 -4.336  0.000
C 2.310 -0.092 -2.957  0.000
C 2.057 1.426 -2.727  0.000
N 2.316 1.835 -1.315  0.001
C 2.033 3.265 -1.171  0.000
C 2.155 3.748 0.293  0.000
O 1.954 5.159 0.524  0.000
C 0.802 5.744 -0.041  0.000
H 2.029 -1.936 -5.746  0.000
H 1.357 -2.183 -4.174  0.000
H 3.113 -2.193 -4.418  0.000
H 3.248 -0.446 -2.530  0.000
H 1.589 -0.655 -2.363  0.000
H 1.022 1.582 -3.032  0.000
H 2.682 1.984 -3.424  0.000
H 1.639 1.421 -0.690  0.002
H 1.024 3.441 -1.544  0.000
H 2.753 3.789 -1.800  0.000
H 3.170 3.708 0.687  0.000
H 1.426 3.204 0.894  0.000
H 0.933 6.801 0.190  0.000
H -0.128 5.276 0.281  0.000
H 0.828 5.760 -1.131  0.000
C -1.160 -4.428 -0.283  0.007
O -0.894 -3.754 0.895  0.047
C -0.174 -4.579 1.865  0.006
C 0.153 -3.761 3.142  0.007
N -1.057 -2.967 3.417  0.043
C -0.751 -1.756 4.280  0.008
C -1.967 -0.851 4.498  0.004
O -2.344 -0.541 3.204  0.036
C -3.518 0.287 3.064  0.003
H -1.597 -3.732 -0.999  0.001
H -1.888 -5.211 -0.070  0.001
H -0.235 -4.800 -0.723  0.001
H 0.752 -4.900 1.387  0.000
H -0.835 -5.431 2.027  0.000
H 1.061 -3.166 3.039  0.000
H 0.390 -4.329 4.042  0.001
H -1.599 -3.602 3.986  0.004
H 0.129 -1.177 4.001  0.001
H -0.455 -2.165 5.246  0.002
H -1.757 0.037 5.095  0.000
H -2.710 -1.402 5.073  0.000
H -3.707 0.805 2.124  0.000
H -3.433 1.102 3.784  0.001
H -4.394 -0.315 3.307  0.000
C -4.300 4.517 3.339  0.000
O -3.088 3.838 3.419  0.000
C -1.977 4.629 3.002  0.000
C -0.827 3.680 2.860  0.000
N -0.300 3.368 4.245  0.000
C 0.748 2.340 4.172  0.000
C 1.167 1.799 5.612  0.000
O 0.184 1.025 6.237  0.000
C 0.586 0.211 7.333  0.000
H -5.012 3.871 3.852  0.000
H -4.634 4.619 2.307  0.000
H -4.243 5.483 3.842  0.000
H -1.647 5.357 3.744  0.000
H -2.250 5.087 2.051  0.000
H -0.001 4.051 2.253  0.000
H -1.262 2.768 2.452  0.000
H -1.071 2.968 4.760  0.000
H 1.599 2.775 3.649  0.000
H 0.324 1.481 3.652  0.000
H 1.484 2.581 6.301  0.000
H 1.967 1.083 5.420  0.000
H 1.307 -0.506 6.942  0.000
H -0.209 -0.316 7.860  0.000
H 1.052 0.742 8.164  0.000
C -2.030 2.606 -0.732  0.000
O -2.943 3.430 -1.441  0.000
C -3.970 3.881 -0.562  0.000
C -5.159 4.453 -1.361  0.000
N -6.072 5.191 -0.494  0.000
C -7.227 5.772 -1.215  0.000
C -8.135 4.740 -1.987  0.000
O -7.526 4.324 -3.192  0.000
C -7.438 5.344 -4.233  0.000
H -1.252 2.182 -1.367  0.000
H -2.487 1.724 -0.284  0.000
H -1.404 3.267 -0.132  0.000
H -3.602 4.715 0.035  0.000
H -4.317 3.084 0.096  0.000
H -5.682 3.572 -1.734  0.000
H -4.739 5.022 -2.189  0.000
H -6.372 4.595 0.264  0.000
H -6.860 6.567 -1.863  0.000
H -7.898 6.195 -0.467  0.000
H -9.113 5.097 -2.310  0.000
H -8.458 3.974 -1.282  0.000
H -6.666 6.087 -4.029  0.000
H -8.368 5.906 -4.325  0.000
H -7.271 4.821 -5.174  0.000
C -5.901 1.852 -6.176  0.000
O -4.848 1.530 -5.318  0.000
C -3.695 2.431 -5.494  0.000
C -2.608 1.948 -4.550  0.000
N -2.207 0.583 -4.908  0.000
C -1.542 -0.103 -3.833  0.000
C -1.360 -1.621 -4.206  0.000
O -2.553 -2.260 -4.742  0.000
C -2.272 -3.673 -4.858  0.000
H -5.705 1.569 -7.210  0.000
H -6.176 2.907 -6.160  0.000
H -6.765 1.278 -5.842  0.000
H -3.923 3.488 -5.357  0.000
H -3.318 2.276 -6.505  0.000
H -2.985 2.080 -3.536  0.000
H -1.719 2.572 -4.637  0.000
H -3.011 0.040 -5.187  0.000
H -2.121 0.107 -2.934  0.000
H -0.540 0.212 -3.544  0.000
H -1.194 -2.056 -3.221  0.000
H -0.497 -1.794 -4.849  0.000
H -3.159 -4.239 -5.142  0.000
H -1.816 -4.126 -3.977  0.000
H -1.645 -3.878 -5.726  0.000
C 6.414 -8.206 -3.640  0.000
O 6.106 -7.122 -2.790  0.000
C 6.832 -7.047 -1.562  0.000
C 6.616 -5.788 -0.739  0.000
N 5.254 -5.713 -0.236  0.000
C 4.903 -4.638 0.603  0.000
C 3.384 -4.650 0.970  0.000
O 2.531 -4.554 -0.228  0.000
C 2.629 -3.287 -0.916  0.000
H 6.114 -7.782 -4.598  0.000
H 5.905 -9.162 -3.520  0.000
H 7.483 -8.416 -3.594  0.000
H 7.902 -7.116 -1.758  0.000
H 6.491 -7.890 -0.962  0.000
H 6.895 -4.972 -1.405  0.000
H 7.336 -5.901 0.072  0.000
H 4.536 -5.897 -0.923  0.000
H 5.073 -3.726 0.031  0.000
H 5.570 -4.726 1.460  0.000
H 3.222 -3.779 1.605  0.000
H 3.140 -5.521 1.577  0.000
H 3.434 -3.324 -1.650  0.000
H 2.610 -2.450 -0.218  0.000
H 1.778 -3.274 -1.598  0.000
C 5.797 -1.447 -1.754  0.000
O 5.139 -1.097 -0.570  0.000
C 5.278 0.262 -0.298  0.000
C 4.471 0.670 1.009  0.001
N 4.884 -0.064 2.185  0.000
C 4.055 0.319 3.330  0.000
C 4.423 -0.432 4.557  0.000
O 4.118 -1.799 4.411  0.000
C 4.140 -2.520 5.666  0.000
H 6.864 -1.232 -1.699  0.000
H 5.477 -0.795 -2.567  0.000
H 5.573 -2.470 -2.055  0.000
H 5.065 0.956 -1.112  0.000
H 6.298 0.613 -0.135  0.000
H 3.429 0.463 0.766  0.001
H 4.650 1.722 1.230  0.000
H 4.695 -1.017 1.910  0.000
H 3.029 0.224 2.974  0.001
H 4.248 1.378 3.500  0.000
H 4.142 -0.016 5.524  0.000
H 5.512 -0.459 4.566  0.000
H 3.383 -2.116 6.338  0.000
H 5.133 -2.487 6.115  0.000
H 3.881 -3.560 5.467  0.000

## Properties
- LUMO (alpha / beta) (eV) = 1.90 / 1.89
- charge = -1
- 2S+1 = 6
- orbital gap (alpha / beta) (Ha) = 0.2176 / 0.2178
- F_max (eV/A) = 6.05

=====

2.
Density functional theory data (wB97M-V/def2-TZVPD) for a cluster of 12 separate species, C42H114N7O18 in total.

Last column: Löwdin charge in e.
CARTESIAN COORDINATES (ANGSTROEM)
C -1.501 -0.383 -0.560  -0.078
C -0.382 0.236 -1.384  -0.383
O -0.230 -0.325 -2.659  -0.353
H -1.235 -1.423 -0.342  0.061
H -2.441 -0.417 -1.118  0.063
H -1.641 0.184 0.364  0.062
H 0.544 0.188 -0.780  0.089
H -0.608 1.307 -1.543  0.073
C 6.165 6.345 1.314  -0.138
O 5.108 5.636 0.743  -0.163
C 5.335 4.260 0.744  -0.257
C 4.067 3.504 0.383  -0.228
N 3.670 3.711 -0.989  -0.029
C 2.454 2.945 -1.290  -0.204
C 2.071 3.038 -2.749  -0.233
O 1.739 4.380 -3.043  -0.191
C 1.256 4.530 -4.362  -0.113
H 5.884 7.399 1.245  0.086
H 7.135 6.191 0.832  0.086
H 6.272 6.163 2.393  0.086
H 5.688 3.888 1.717  0.120
H 6.129 3.984 0.031  0.121
H 3.323 3.861 1.107  0.125
H 4.173 2.446 0.666  0.103
H 4.388 3.386 -1.634  0.116
H 1.631 3.351 -0.687  0.103
H 2.544 1.879 -1.005  0.107
H 1.209 2.400 -2.998  0.100
H 2.885 2.666 -3.399  0.124
H 1.006 5.578 -4.491  0.082
H 0.384 3.894 -4.549  0.065
H 2.067 4.236 -5.042  0.086
C 5.652 -4.761 4.482  -0.135
O 4.590 -5.410 3.855  -0.188
C 3.367 -5.061 4.477  -0.231
C 2.252 -5.828 3.783  -0.196
N 2.240 -5.638 2.333  -0.034
C 1.665 -4.367 1.915  -0.218
C 1.359 -4.321 0.444  -0.213
O 2.519 -4.044 -0.334  -0.226
C 2.166 -3.861 -1.689  -0.099
H 5.562 -3.674 4.386  0.079
H 6.639 -5.028 4.106  0.088
H 5.677 -5.004 5.554  0.084
H 3.191 -3.980 4.374  0.114
H 3.469 -5.287 5.547  0.119
H 1.270 -5.638 4.212  0.109
H 2.451 -6.892 3.973  0.114
H 3.168 -5.731 1.947  0.106
H 2.229 -3.479 2.260  0.094
H 0.745 -4.101 2.454  0.106
H 0.620 -3.522 0.265  0.119
H 0.872 -5.237 0.099  0.126
H 3.091 -3.729 -2.253  0.082
H 1.581 -2.942 -1.822  0.078
H 1.597 -4.691 -2.112  0.098
C -2.409 1.865 -4.442  -0.207
C -2.528 0.601 -5.288  -0.208
O -2.379 -0.515 -4.416  -0.116
O -1.004 2.094 -4.214  -0.111
H -2.919 1.793 -3.477  0.108
H -2.776 2.752 -4.971  0.114
H -1.735 0.602 -6.039  0.122
H -3.524 0.498 -5.733  0.117
H -1.485 -0.491 -3.997  0.052
H -0.704 1.462 -3.527  0.039
C 2.851 -0.825 -4.155  -0.229
C 1.846 -0.568 -5.272  -0.238
O 0.672 -1.365 -5.126  -0.078
O 2.563 -0.064 -2.977  -0.119
H 3.843 -0.529 -4.511  0.111
H 2.875 -1.889 -3.900  0.105
H 2.312 -0.843 -6.222  0.112
H 1.548 0.486 -5.321  0.118
H 0.453 -1.169 -4.190  0.028
H 1.575 -0.049 -2.931  0.033
C -5.139 -1.268 -2.518  -0.263
C -6.620 -1.050 -2.340  -0.252
O -7.122 0.016 -3.128  -0.075
O -4.920 -1.678 -3.860  -0.080
H -4.838 -2.062 -1.819  0.099
H -4.573 -0.361 -2.283  0.110
H -6.827 -0.882 -1.279  0.097
H -7.221 -1.934 -2.591  0.118
H -6.712 -0.020 -3.999  0.075
H -4.055 -1.335 -4.154  0.042
C -2.120 -3.507 -2.602  -0.242
C -2.573 -3.928 -1.211  -0.243
O -1.871 -5.129 -0.866  -0.076
O -0.748 -3.246 -2.696  -0.066
H -2.748 -2.667 -2.921  0.094
H -2.363 -4.338 -3.271  0.127
H -3.627 -4.219 -1.239  0.119
H -2.407 -3.131 -0.482  0.075
H -2.334 -5.612 -0.180  0.070
H -0.620 -2.291 -2.502  0.048
C 4.680 -2.172 1.888  -0.048
C 4.262 -1.206 0.784  -0.420
C 5.101 -1.410 -0.493  -0.184
O 6.504 -1.484 -0.245  -0.191
C 7.038 -0.276 0.254  -0.119
N 2.832 -1.285 0.499  0.074
H 5.730 -2.027 2.152  0.070
H 4.579 -3.212 1.584  0.086
H 4.112 -1.850 2.765  0.076
H 4.587 -0.208 1.090  0.110
H 4.926 -0.608 -1.223  0.120
H 4.828 -2.337 -1.003  0.123
H 8.090 -0.207 -0.029  0.085
H 6.866 -0.207 1.327  0.079
H 6.603 0.573 -0.299  0.087
H 2.707 -0.863 -0.433  0.071
H 2.645 -2.274 0.257  0.050
C 1.161 -0.277 4.481  -0.042
C 0.616 0.229 3.140  -0.423
C 1.445 1.352 2.525  -0.185
O 1.516 2.500 3.373  -0.186
C 0.315 3.201 3.490  -0.120
N 0.378 -0.884 2.193  0.044
H 2.249 -0.208 4.469  0.075
H 0.781 -1.267 4.731  0.058
H 0.758 0.342 5.290  0.072
H -0.396 0.602 3.332  0.112
H 0.972 1.622 1.567  0.117
H 2.491 1.121 2.322  0.116
H -0.393 2.637 4.105  0.081
H -0.086 3.525 2.525  0.078
H 0.459 4.136 4.041  0.088
H -0.087 -0.432 1.395  0.027
H 1.271 -1.149 1.724  0.039
C -3.402 7.192 -1.510  -0.068
C -1.983 6.880 -1.985  -0.422
C -1.716 5.393 -2.019  -0.208
O -1.617 4.960 -0.685  -0.171
C -1.283 3.594 -0.572  -0.094
N -1.759 7.435 -3.350  0.023
H -3.569 8.265 -1.494  0.068
H -3.545 6.773 -0.506  0.076
H -4.102 6.647 -2.149  0.075
H -1.248 7.391 -1.360  0.141
H -0.808 5.159 -2.584  0.116
H -2.577 4.887 -2.486  0.127
H -0.286 3.401 -0.999  0.062
H -2.011 2.957 -1.079  0.074
H -1.158 3.368 0.486  0.078
H -2.533 7.105 -3.934  0.067
H -1.939 8.437 -3.334  0.059
C -2.855 -3.756 2.289  -0.050
C -3.104 -2.646 3.276  -0.413
C -2.344 -2.907 4.582  -0.208
O -2.717 -4.170 5.109  -0.195
C -1.834 -4.711 6.072  -0.105
N -2.684 -1.341 2.728  0.045
H -3.285 -3.489 1.319  0.058
H -3.345 -4.689 2.574  0.085
H -1.807 -4.020 2.133  0.080
H -4.178 -2.594 3.477  0.138
H -2.555 -2.131 5.333  0.128
H -1.274 -2.915 4.327  0.111
H -2.260 -4.551 7.071  0.082
H -0.844 -4.250 6.033  0.079
H -1.801 -5.788 5.908  0.084
H -1.657 -1.382 2.663  0.039
H -2.830 -0.620 3.438  0.075
C -6.206 0.112 2.494  -0.061
C -5.553 0.413 1.152  -0.430
C -4.611 1.619 1.183  -0.214
O -4.167 2.073 -0.067  -0.202
C -5.130 2.698 -0.866  -0.101
N -4.842 -0.795 0.659  0.068
H -5.452 0.195 3.287  0.070
H -6.690 -0.856 2.459  0.077
H -6.883 0.938 2.729  0.075
H -6.343 0.687 0.443  0.113
H -3.740 1.436 1.819  0.120
H -5.114 2.469 1.692  0.126
H -4.668 2.958 -1.816  0.081
H -5.559 3.574 -0.358  0.093
H -5.993 2.067 -1.111  0.077
H -4.218 -1.039 1.451  0.027
H -4.158 -0.447 -0.020  0.030

## Properties
- LUMO (eV) = 2.10
- charge = -1
- 2S+1 = 1
- orbital gap (Ha) = 0.3039
- F_max (eV/A) = 1.70